Entry 1:
# C3H8ClN

2 unconnected molecules or ions with the total composition C3H8ClN at a distorted geometry (ωB97M-V/def2-TZVPD, the Open Molecules 2025 dataset).

Values from the calculation:
HOMO = -0.314 hartree
energy relative to the best compared isomer or geometry (same formula, charge and spin) = 0.784 eV
SMILES = C=C(C)N.Cl
net charge = 0
LUMO energy = 0.8 eV
E_tot = -634.005804 hartree

Each line ends with the Löwdin charge.
Geometry (Å):
C (-1.067, -1.376, -0.672)  -0.075
C (-0.156, -0.377, 1.341)  0.013
C (-0.359, -0.329, 0.056)  -0.517
N (0.086, 0.804, -0.674)  0.069
Cl (3.225, 2.811, 0.311)  0.200
H (-0.286, -1.534, -1.419)  0.082
H (-1.052, -2.380, -0.163)  0.097
H (-2.109, -1.309, -1.068)  0.097
H (2.158, 1.939, 0.103)  -0.206
H (0.267, 0.428, 1.874)  0.041
H (-0.552, -1.151, 1.967)  0.055
H (-0.455, 0.875, -1.546)  0.102
H (0.300, 1.597, -0.110)  0.042

Entry 2:
# C3H8ClN

A molecular structure, C3H8ClN at a distorted geometry (ωB97M-V/def2-TZVPD, the Open Molecules 2025 dataset).

Values from the calculation:
HOMO = -0.380 hartree
energy relative to the best compared isomer or geometry (same formula, charge and spin) = 4.526 eV
net charge = 0
LUMO energy = 0.4 eV
E_tot = -633.868280 hartree

Each line ends with the Löwdin charge.
Geometry (Å):
C (0.971, -1.081, 0.119)  -0.148
C (0.194, 0.177, -0.203)  -0.788
C (-1.239, 0.173, 0.182)  -0.497
H (0.750, -2.044, -0.841)  0.145
H (2.199, -0.788, 0.155)  0.119
H (0.564, -1.788, 1.145)  0.124
H (0.330, 0.131, -1.246)  0.094
H (0.225, 1.818, 1.094)  0.210
H (0.656, 2.157, -0.781)  0.156
H (-1.588, 0.146, 1.286)  0.094
H (-1.703, 1.042, -0.517)  0.111
N (0.972, 1.331, 0.042)  -0.028
Cl (-2.330, -1.273, -0.435)  0.407

Question: Which of these has the lowest energy relative to the best compared isomer or geometry (same formula, charge and spin)?
Answer: number 1

Question: What is the LUMO energy in the second record?
Answer: 0.4 eV

Question: Look up the HOMO of the second one.
Answer: -0.380 hartree

Question: Number 1 is which compound?
Answer: C3H8ClN